1.
{"formula": "C4H13N2S", "method": "wB97M-V/def2-TZVPD", "species": ["C", "S", "C", "H", "H", "H", "H", "H", "H", "C", "N", "C", "N", "H", "H", "H", "H", "H", "H", "H"], "coordinates": [[0.13555, -0.19421, 1.32374], [-0.82609, -1.34652, 2.35069], [-2.38850, -0.39716, 2.35583], [0.22888, 0.76467, 1.85891], [-0.42817, 0.00963, 0.35555], [1.13931, -0.61466, 1.07987], [-3.17173, -1.00364, 2.85321], [-2.26150, 0.54148, 2.90070], [-2.70645, -0.20447, 1.34019], [0.74163, -0.21244, -3.67459], [1.31358, 1.80658, -0.62380], [1.09873, 1.40076, -1.87103], [0.98964, 0.16201, -2.27977], [1.51059, -0.89100, -3.98692], [0.77524, 0.71266, -4.25421], [-0.24045, -0.70551, -3.74569], [1.30149, 1.19698, 0.17078], [1.33988, 2.79007, -0.43110], [1.03187, 2.16346, -2.63071], [1.05146, -0.57704, -1.60036]], "forces_ev_per_angstrom": [[-0.60, 0.12, -0.80], [-0.13, 0.25, -0.27], [0.05, -0.39, 0.51], [0.16, -0.25, -0.16], [0.57, -0.32, 1.05], [-0.67, 0.12, 0.40], [0.60, 0.29, -0.23], [-0.05, -0.13, -0.06], [-0.08, 0.05, -0.24], [-0.63, 0.33, 0.32], [-0.19, -0.08, -1.25], [0.22, -0.21, 0.61], [0.00, 0.66, 0.43], [0.37, -0.27, -0.29], [-0.11, -0.35, -0.16], [0.38, 0.31, -0.10], [0.07, -0.32, 0.18], [0.06, 0.25, -0.06], [-0.02, 0.18, -0.08], [0.01, -0.24, 0.21]], "mulliken_charge": [-1.1118, -0.0086, -0.8211, 0.3837, 0.2282, 0.3728, 0.3106, 0.2763, 0.2688, -0.7313, -0.2269, 0.2673, -0.1406, 0.3149, 0.2723, 0.3099, 0.2297, 0.2346, 0.3073, 0.2641], "e_above_lowest_kcal_mol": 16.2, "e_homo_ha": -0.4286, "molar_mass_g_mol": 121.23, "gap_ev": 8.137, "total_charge": 1, "largest_force_ev_per_a": 1.26, "e_lumo_ev": -3.525}

***

2.
{"formula": "C22H29F3MgN8O2S", "method": "wB97M-V/def2-TZVPD", "species": ["Mg", "N", "C", "C", "C", "C", "C", "C", "S", "O", "O", "N", "C", "N", "C", "C", "C", "N", "H", "H", "H", "H", "H", "H", "H", "H", "H", "N", "C", "C", "C", "N", "C", "C", "N", "C", "H", "H", "H", "H", "H", "H", "H", "H", "H", "H", "H", "H", "H", "H", "H", "H", "F", "C", "F", "F", "C", "C", "C", "N", "C", "C", "H", "H", "H", "H"], "coordinates": [[0.04028, -0.23343, -0.19990], [6.68142, -1.61201, -4.42952], [5.45748, -1.56412, -3.86995], [4.80302, -2.74545, -3.47210], [3.55185, -2.69836, -2.90181], [2.92676, -1.47303, -2.71940], [3.55050, -0.29690, -3.11084], [4.80069, -0.33509, -3.68369], [1.37773, -1.40610, -1.90118], [0.89966, 0.00909, -1.96247], [0.38536, -2.34033, -2.34308], [1.58594, -1.52759, -0.30233], [0.99769, -2.44386, 0.45602], [1.37074, -3.72329, 0.48866], [0.85823, -4.48934, 1.42282], [-0.07842, -4.02023, 2.34951], [-0.48812, -2.71378, 2.18696], [0.02086, -1.91443, 1.24965], [7.16211, -2.48631, -4.53318], [7.15886, -0.76676, -4.68195], [5.29204, -3.69518, -3.62554], [3.03930, -3.59821, -2.60237], [3.02871, 0.63782, -2.97818], [5.27681, 0.57965, -4.00215], [1.20973, -5.51299, 1.44099], [-0.47475, -4.65174, 3.12818], [-1.26075, -2.27913, 2.82005], [-1.99079, 0.78294, 3.65228], [-1.06165, 1.20812, 2.54932], [0.32452, 1.46970, 3.11979], [1.28493, 1.92304, 2.01129], [1.48485, 0.82404, 1.07728], [0.72441, 3.12534, 1.25708], [-0.68099, 2.86746, 0.71701], [-0.66871, 1.82361, -0.30954], [-1.61817, 2.44231, 1.85630], [-1.63689, -0.06754, 4.10845], [-2.93294, 0.59911, 3.28479], [-2.06518, 1.52317, 4.36522], [-0.99302, 0.39227, 1.82181], [0.72275, 0.55864, 3.56766], [0.28243, 2.24649, 3.88390], [2.23154, 2.21979, 2.48637], [2.00513, 0.06954, 1.52050], [2.09030, 1.12908, 0.31792], [1.38826, 3.36109, 0.42437], [0.70019, 3.99677, 1.91304], [-1.06354, 3.81009, 0.29901], [0.04459, 2.04302, -1.00165], [-1.54817, 1.85606, -0.81994], [-2.60644, 2.23595, 1.44221], [-1.70016, 3.27517, 2.55590], [-5.79249, -1.54855, -3.88915], [-4.80793, -2.45638, -3.79042], [-5.35430, -3.58697, -3.34790], [-4.34542, -2.67250, -5.02141], [-3.71987, -1.94284, -2.86732], [-2.99492, -0.81375, -3.22374], [-2.04202, -0.33295, -2.34071], [-1.80145, -0.87789, -1.14954], [-2.47696, -1.97793, -0.83460], [-3.43718, -2.55273, -1.65391], [-3.16833, -0.32109, -4.16741], [-1.44430, 0.52222, -2.61645], [-2.26072, -2.42220, 0.12750], [-3.95116, -3.45145, -1.35367]], "forces_ev_per_angstrom": [[-1.12, 1.14, 1.14], [0.15, 0.00, -0.05], [-0.28, 0.01, 0.11], [-0.17, 0.01, 0.07], [0.08, -0.16, -0.07], [-0.68, 0.11, 0.27], [-0.02, 0.20, -0.05], [-0.14, -0.07, 0.07], [1.04, -0.24, -0.01], [0.53, 0.21, -0.73], [0.33, -0.53, -0.44], [1.00, 0.57, -1.84], [-0.61, -1.38, 1.09], [0.39, 0.23, -0.37], [-0.29, -0.05, 0.27], [-0.08, 0.19, -0.01], [-0.03, -0.31, 0.24], [0.09, -0.18, -0.03], [0.07, 0.04, -0.05], [0.08, -0.06, -0.04], [0.02, -0.11, 0.00], [0.04, -0.24, 0.03], [0.06, 0.14, -0.03], [0.05, 0.09, -0.03], [-0.08, -0.10, 0.05], [-0.03, -0.02, 0.02], [0.01, -0.14, 0.00], [-0.10, -0.17, 0.07], [0.49, 0.54, -0.45], [0.07, -0.10, -0.17], [0.03, 0.50, 0.35], [0.47, -0.25, 0.14], [-0.11, -0.21, -0.02], [-0.07, 0.52, 0.40], [-0.37, 0.06, -0.49], [0.05, -0.06, -0.21], [-0.18, 0.19, 0.01], [0.15, 0.00, 0.19], [-0.01, -0.22, -0.15], [-0.35, -0.10, 0.55], [0.04, -0.07, 0.18], [-0.03, 0.05, 0.13], [-0.21, -0.07, -0.05], [-0.02, 0.01, -0.07], [0.13, -0.02, 0.00], [0.08, 0.15, -0.01], [0.02, 0.01, -0.04], [0.05, -0.21, 0.12], [-0.01, 0.16, -0.14], [-0.02, 0.02, -0.01], [-0.15, 0.03, 0.04], [-0.08, 0.04, 0.11], [0.11, 0.12, 0.11], [-0.30, 0.04, -0.16], [0.12, -0.13, 0.18], [0.22, 0.02, -0.02], [0.21, 0.02, 0.19], [0.02, -0.05, 0.19], [-0.44, 0.14, -0.55], [0.09, -0.10, 0.14], [-0.45, -0.38, 0.15], [0.00, 0.17, -0.16], [0.03, 0.07, -0.08], [0.08, 0.05, -0.08], [0.06, -0.06, -0.03], [-0.05, -0.05, 0.07]], "mulliken_charge": [1.6948, -0.4516, 1.1301, -0.8756, -0.6622, -0.3198, -0.2410, -0.9112, 1.8215, -0.8984, -0.6695, -0.4457, 0.3076, -0.5608, -0.4202, -0.8551, -0.0741, 0.0480, 0.1969, 0.1954, 0.3164, 0.4670, 0.4775, 0.3114, 0.4631, 0.4419, 0.3353, 0.0852, 1.6944, -1.3743, 0.0539, -0.6684, -1.4896, 0.0685, -0.5484, -1.4620, 0.3998, 0.4180, 0.3959, -1.0395, 0.5345, 0.4816, 0.3814, 0.3543, 0.2833, 0.4670, 0.4778, 0.3854, 0.3329, 0.3308, 0.5425, 0.4703, -0.2368, 0.7168, -0.2684, -0.2344, 0.3526, -1.4272, -0.0107, 0.0121, -0.1947, -1.0467, 0.4667, 0.5186, 0.4266, 0.5287], "e_above_lowest_kcal_mol": 25.5, "e_homo_ha": -0.4547, "molar_mass_g_mol": 550.89, "gap_ev": 6.526, "total_charge": 2, "largest_force_ev_per_a": 2.17, "e_lumo_ev": -5.848}

***

3.
{"formula": "C5H10NO2", "method": "wB97M-V/def2-TZVPD", "species": ["N", "C", "C", "C", "C", "O", "C", "O", "H", "H", "H", "H", "H", "H", "H", "H", "H", "H"], "coordinates": [[-0.76600, 1.66426, -1.68063], [0.02812, 0.76762, -0.83336], [-0.43914, -0.67659, -0.67162], [0.67193, -1.55150, -0.03553], [0.70268, -1.08074, 1.41776], [0.92800, 0.35339, 1.49774], [-0.09301, 1.23424, 0.65266], [-1.30292, 0.98974, 1.07159], [-0.74035, 2.60587, -1.32629], [-1.77131, 1.34925, -1.81230], [1.11474, 0.63674, -1.17395], [-0.94293, -1.15778, -1.55015], [-1.22984, -0.68330, 0.08321], [1.68016, -1.29959, -0.34810], [0.47895, -2.60673, -0.16305], [1.49314, -1.59271, 2.01972], [-0.17695, -1.18600, 2.07831], [0.36473, 2.23383, 0.77400]], "forces_ev_per_angstrom": [[-0.98, -1.37, -1.20], [0.98, -0.91, 0.58], [-0.71, -1.44, -1.24], [-0.79, 1.37, 0.79], [0.14, 1.32, 1.78], [0.91, -0.34, -1.04], [-0.68, -1.94, 0.75], [0.26, 1.59, 0.50], [-0.26, 0.07, 0.28], [1.90, 0.61, 0.74], [-1.21, 0.95, 0.13], [0.86, 0.45, 0.04], [-0.12, 0.27, -0.25], [0.18, -0.11, -0.74], [-0.03, -0.41, 0.11], [0.00, 0.48, -0.56], [-0.45, -0.73, -0.96], [0.00, 0.15, 0.30]], "mulliken_charge": [-0.6982, 0.2958, -0.9959, -0.5919, -0.5596, -0.4527, -0.2651, -0.8344, 0.2833, 0.2460, 0.1597, 0.3713, 0.4116, 0.2995, 0.3231, 0.3179, 0.3375, 0.3519], "e_above_lowest_kcal_mol": 66.7, "e_homo_ha": -0.1117, "molar_mass_g_mol": 116.14, "gap_ev": 7.346, "total_charge": -1, "smiles": "N[C@@H]1CCCO[C@@H]1[O-]", "largest_force_ev_per_a": 2.22, "e_lumo_ev": 4.307}

***

4.
{"formula": "C5H17N2Si", "method": "wB97M-V/def2-TZVPD", "species": ["C", "Si", "C", "C", "C", "N", "C", "N", "H", "H", "H", "H", "H", "H", "H", "H", "H", "H", "H", "H", "H", "H", "H", "H", "H"], "coordinates": [[-2.52925, 0.73805, -0.94351], [-0.80795, -0.31212, -0.84799], [-0.84457, -2.27328, -0.57727], [0.02508, 0.35558, -2.47643], [0.17539, 0.44649, 0.80849], [1.37305, 1.61387, 0.48333], [0.97631, -0.67065, 1.69493], [1.77344, 0.09206, 2.61873], [-2.64592, 0.90782, -1.96935], [-3.36871, 0.19171, -0.62886], [-2.37778, 1.71838, -0.47175], [-0.04189, -2.91061, -0.03956], [-1.84694, -2.73959, -0.22214], [-0.85763, -2.54565, -1.60285], [-0.33700, -0.14181, -3.40426], [-0.12675, 1.42490, -2.55267], [1.14449, 0.29570, -2.39094], [-0.51234, 0.92732, 1.48856], [1.06247, 2.57464, 0.50041], [1.88899, 1.54566, 1.44332], [1.93354, 1.28049, -0.39478], [0.29500, -1.28485, 2.24415], [1.65265, -1.16052, 0.99016], [2.68233, -0.36612, 2.77519], [1.31398, 0.29254, 3.47509]], "forces_ev_per_angstrom": [[2.94, -0.90, 0.89], [-0.68, 1.12, 0.84], [-0.94, -0.31, 1.35], [1.16, -0.94, 1.01], [1.43, -0.75, -0.99], [-0.23, -2.94, 0.68], [-0.15, 2.79, -1.69], [2.03, -0.10, -0.33], [-0.20, 0.32, -1.68], [-1.16, -0.41, 0.88], [-0.25, -0.42, 0.16], [-0.99, 1.60, -0.92], [1.47, 1.30, -0.26], [0.33, -0.73, -1.18], [0.37, 0.29, 0.72], [-0.56, 0.25, 0.00], [-0.80, -0.45, -0.47], [-0.15, 0.52, 0.00], [-0.44, 0.17, -0.97], [-0.04, -0.81, -1.42], [-1.22, 1.31, 2.25], [-0.61, -0.78, -0.42], [-0.32, -0.56, 0.37], [-0.73, 0.47, 0.31], [-0.25, -0.02, 0.86]], "mulliken_charge": [-1.1791, 0.5601, -1.0919, -1.1495, -0.3776, -0.4334, -0.7490, -0.5349, 0.3854, 0.3837, 0.3186, 0.3097, 0.3404, 0.3688, 0.3449, 0.3394, 0.3187, 0.4872, 0.3378, 0.4196, 0.3398, 0.3570, 0.4813, 0.2170, 0.2057], "e_above_lowest_kcal_mol": 28.8, "e_homo_ha": -0.5033, "molar_mass_g_mol": 133.29, "gap_ev": 10.559, "total_charge": 1, "smiles": "C[Si](C)(C)[C@H]([NH3+])CN", "largest_force_ev_per_a": 3.27, "e_lumo_ev": -3.138}